Computed, not measured: a molecular structure, C49H58BCrN2O3 at a distorted geometry, with ωB97M-V/def2-TZVPD.

Calculated values
**E**: -89946.2758 eV
**Net charge**: +2
**HOMO (alpha / beta)**: -11.3 / -11.6 eV
**2S+1**: 4

Each line ends with the Löwdin charge.
Atoms and positions in Å:
1 N -1.66 0.66 1.36  0.030
2 H 2.29 1.06 1.25  0.057
3 C 3.13 0.81 -2.51  -0.142
4 H -2.65 -2.03 -2.79  0.110
5 C 1.97 -2.16 3.17  -0.018
6 C 6.95 0.84 -2.36  -0.068
7 O -2.35 -2.52 -5.99  0.109
8 C -2.75 -1.33 -0.35  0.050
9 H -0.98 -1.49 -2.51  0.094
10 H -1.05 -2.69 1.65  0.114
11 H -0.44 4.33 1.86  0.103
12 H 1.12 -3.30 5.56  0.121
13 C 6.27 0.04 -4.56  -0.059
14 C 0.00 2.12 0.34  -0.106
15 H -3.90 1.99 5.06  0.127
16 C -0.90 -0.06 2.29  -0.091
17 H -1.37 1.26 -3.21  0.096
18 H -4.60 -0.99 5.22  0.082
19 H -1.08 1.55 -5.04  0.107
20 H 2.70 2.71 0.74  0.093
21 H -0.23 -0.98 1.75  0.085
22 C -1.53 -1.57 6.79  -0.015
23 H -3.71 0.98 -2.71  0.102
24 H -2.13 1.90 4.79  0.105
25 H 3.01 1.64 -1.79  0.116
26 C 7.28 0.35 -3.63  -0.069
27 C 0.04 2.40 -2.08  -0.033
28 C 4.60 0.75 -2.95  -0.201
29 H 2.53 -2.47 2.28  0.098
30 C 0.18 1.93 2.92  0.035
31 H -0.04 0.70 2.79  0.087
32 H 7.73 1.07 -1.63  0.110
33 C 0.49 -4.17 3.10  -0.018
34 C 5.61 1.03 -2.02  -0.043
35 H -1.61 1.47 7.14  0.105
36 C -0.07 -2.23 1.77  0.015
37 H 0.48 2.86 -2.96  0.120
38 C 0.72 2.52 1.64  -0.516
39 C -0.58 1.24 -5.96  -0.102
40 C -1.30 0.97 -7.13  -0.118
41 H -1.20 0.32 -9.19  0.142
42 C 2.20 2.12 1.51  -0.032
43 H -1.84 -1.90 -0.16  0.102
44 H -4.60 -0.40 -2.03  0.105
45 C 1.49 0.75 -7.12  -0.091
46 H 5.32 1.41 -1.03  0.110
47 H -3.09 -0.75 0.69  0.071
48 C -0.63 0.57 -8.29  -0.111
49 C 0.62 4.04 1.81  -0.018
50 H 2.88 -0.11 -2.01  0.048
51 C -3.02 0.25 1.51  -0.002
52 C -0.98 1.47 -2.21  -0.016
53 H -0.10 -2.92 7.68  0.128
54 H -2.66 0.41 8.11  0.092
55 H 8.32 0.19 -3.90  0.109
56 H 2.72 2.31 2.46  0.102
57 H 2.13 -1.57 -0.27  -0.019
58 C 0.52 2.73 -0.82  -0.026
59 C -0.43 -2.43 6.77  -0.010
60 C 0.67 -2.24 -7.55  -0.104
61 C -1.30 -1.19 4.42  -0.068
62 H 2.48 -2.58 4.05  0.095
63 H -4.31 -1.07 6.97  0.102
64 C 1.55 1.16 -4.64  0.054
65 O 1.16 -2.21 -4.26  0.109
66 H -2.08 -1.45 7.73  0.122
67 H -4.18 0.99 -1.00  0.083
68 C -1.50 0.79 -1.11  -0.100
69 H -5.10 0.36 6.27  0.103
70 H 6.51 -0.33 -5.56  0.113
71 H -0.55 -4.52 3.12  0.105
72 B 1.63 -0.56 -0.69  0.147
73 C -3.06 1.32 4.84  0.037
74 C -2.62 1.04 7.22  -0.026
75 C -1.90 -0.84 5.66  -0.071
76 H -0.76 2.42 3.19  0.101
77 C -1.53 -1.74 -6.28  -0.125
78 H 1.01 -4.60 3.97  0.095
79 C -3.10 -0.19 2.92  -0.002
80 O 1.04 -3.27 -7.94  0.136
81 H 0.96 -4.56 2.19  0.106
82 C 2.26 1.01 -3.67  -0.010
83 C 4.93 0.22 -4.20  -0.028
84 H 1.11 4.35 2.74  0.105
85 H -2.07 -0.58 -3.60  0.081
86 N -1.77 -0.62 3.21  0.020
87 H -3.33 1.87 7.35  0.104
88 C -2.50 -0.33 -1.46  -0.518
89 H -3.57 -1.99 -0.65  0.131
90 H -3.74 1.00 1.17  0.174
91 C -4.32 -0.40 6.11  -0.020
92 H 2.57 0.64 -7.08  0.142
93 H -2.39 1.02 -7.11  0.140
94 H 0.59 -2.48 0.93  0.087
95 C -1.06 1.19 0.18  -0.102
96 C 0.77 0.50 -8.29  -0.110
97 C 0.52 -2.64 3.10  -0.518
98 H -3.86 -0.94 3.17  0.173
99 C 0.74 -1.58 -5.15  -0.142
100 H 0.91 2.04 3.73  0.129
101 C 0.23 -2.65 5.56  -0.017
102 H -3.25 0.80 3.75  0.066
103 C 0.82 1.13 -5.93  -0.278
104 C -0.23 -2.11 4.36  -0.069
105 H 1.31 3.47 -0.73  0.125
106 C -3.82 0.35 -1.82  -0.013
107 C -2.96 0.27 5.93  -0.531
108 H 0.70 0.20 -0.77  -0.021
109 C -2.01 -1.15 -2.66  -0.014
110 Cr 0.01 -0.70 -6.65  0.114
111 H 1.08 4.59 0.98  0.095
112 H 4.12 -0.03 -4.89  0.106
113 H 2.02 -1.07 3.25  0.091
114 H 1.30 0.20 -9.20  0.145